1.
{
  "formula": "C3H12N2S",
  "method": "ωB97M-V/def2-TZVPD",
  "smiles": "CSC.NCN",
  "gap_ev": 9.45,
  "largest_force_ha_per_bohr": 0.0806,
  "e_lumo_ev": 1.087,
  "homo_ha": -0.307,
  "symbols": ["S", "N", "N", "C", "C", "C", "H", "H", "H", "H", "H", "H", "H", "H", "H", "H", "H", "H"],
  "positions_angstrom": [[-3.408, -1.894, -1.173], [5.669, 2.709, 0.231], [4.519, 2.833, 2.416], [-4.552, -1.949, 0.342], [4.889, 3.591, 1.181], [-3.784, -3.504, -1.914], [5.030, 4.605, 1.563], [-5.521, -2.055, -0.165], [-3.397, -4.334, -1.268], [5.004, 2.602, -0.462], [4.020, 3.698, 0.546], [-4.635, -0.944, 0.721], [3.600, 3.072, 2.840], [-4.844, -3.457, -2.021], [-3.892, -2.723, 0.719], [-3.187, -3.494, -2.865], [6.522, 3.171, -0.141], [5.200, 2.538, 3.130]],
  "forces_ev_per_a": [[0.204, 1.150, -0.059], [2.344, 2.268, 2.559], [-1.165, -0.515, 0.170], [0.816, 0.272, -3.291], [-1.208, -1.629, 1.044], [1.782, 0.242, 0.487], [1.798, 0.171, -1.087], [0.117, -1.204, 0.838], [-0.650, 0.578, -0.597], [-0.737, -0.636, -2.133], [-1.093, 0.243, 0.826], [0.840, 0.055, 0.803], [1.323, -0.136, -0.627], [-0.637, -0.793, -0.554], [-1.513, -0.122, 1.635], [-0.959, -0.177, 0.739], [-0.952, -0.495, 0.291], [-0.310, 0.729, -1.042]]
}

2.
{
  "formula": "C5H14N2",
  "method": "ωB97M-V/def2-TZVPD",
  "smiles": "C/N=C\\N.CCC",
  "gap_ev": 9.95,
  "largest_force_ha_per_bohr": 0.0532,
  "e_lumo_ev": 0.821,
  "homo_ha": -0.335,
  "symbols": ["N", "N", "C", "C", "C", "C", "C", "H", "H", "H", "H", "H", "H", "H", "H", "H", "H", "H", "H", "H", "H"],
  "positions_angstrom": [[1.388, -2.306, -0.459], [-0.649, -2.454, 0.809], [0.076, -2.290, -0.359], [2.148, -2.440, 0.792], [-1.209, 1.443, -1.452], [-0.618, 2.698, 0.658], [-0.165, 2.212, -0.697], [-2.025, 2.210, -1.701], [-0.119, -2.323, 1.659], [0.763, 1.603, -0.599], [1.987, -1.573, 1.503], [-0.754, 1.036, -2.399], [0.055, 3.130, -1.286], [3.201, -2.492, 0.516], [1.899, -3.371, 1.351], [0.158, 3.275, 1.166], [-1.550, -2.046, 0.786], [-0.538, -2.208, -1.275], [-1.429, 3.431, 0.524], [-1.692, 0.625, -0.863], [-0.928, 1.840, 1.326]],
  "forces_ev_per_a": [[-2.713, 0.075, 0.354], [1.032, -0.077, -0.459], [2.552, -0.236, -0.099], [-0.506, 0.172, 0.244], [-1.278, 0.352, -0.950], [-0.432, -0.208, 0.804], [1.205, 0.289, 0.026], [0.837, -1.347, 0.036], [-0.263, 0.039, -0.016], [-0.484, 0.490, -0.102], [0.188, -0.706, -0.705], [-0.766, 0.297, 0.859], [0.289, -0.672, 0.167], [-0.058, 0.117, 0.238], [0.071, 0.416, -0.309], [0.142, -0.270, 0.029], [-0.790, 0.229, 0.231], [0.477, 0.015, 0.513], [-0.153, -0.511, 0.214], [0.509, 0.526, -0.449], [0.141, 1.011, -0.626]]
}

3.
{
  "formula": "C5H14NO",
  "method": "ωB97M-V/def2-TZVPD",
  "total_charge": 1,
  "gap_ev": 10.27,
  "largest_force_ha_per_bohr": 0.0610,
  "e_lumo_ev": -3.590,
  "homo_ha": -0.509,
  "symbols": ["O", "N", "C", "C", "C", "C", "C", "H", "H", "H", "H", "H", "H", "H", "H", "H", "H", "H", "H", "H", "H"],
  "positions_angstrom": [[-3.783, -1.052, 2.547], [-0.218, -0.136, -3.043], [0.112, -0.567, -0.716], [1.702, 1.757, 0.913], [0.607, -0.483, 0.671], [0.424, 0.351, -1.667], [1.989, 0.227, 0.947], [-4.314, -0.412, 3.027], [0.837, -1.474, 1.101], [0.677, 2.007, 1.184], [2.378, -0.186, 1.900], [2.684, -0.079, 0.192], [0.281, -0.877, -3.515], [1.253, 1.048, -2.060], [-1.144, -0.563, -2.834], [-0.238, -0.110, 1.303], [-3.071, -1.425, 3.079], [-0.371, 0.689, -3.625], [1.789, 2.182, -0.100], [-0.418, -1.452, -1.112], [2.386, 2.337, 1.566]],
  "forces_ev_per_a": [[0.171, -0.235, -0.791], [-1.237, 0.413, 1.354], [1.622, 1.559, -1.257], [1.102, 0.360, 0.140], [0.946, -1.202, 1.728], [0.416, -1.986, -2.389], [-2.325, 0.922, 0.186], [0.349, -0.173, 0.431], [-0.834, -0.147, -0.656], [0.012, -0.237, 0.420], [-0.362, 0.703, -0.414], [0.463, -0.080, -0.522], [0.709, 0.112, -0.383], [-1.514, -0.756, 1.978], [0.540, 0.653, -0.194], [0.757, 0.015, -0.324], [-0.480, 0.410, 0.349], [0.031, -0.361, -0.318], [0.311, -0.239, 0.245], [-0.265, 0.599, 0.853], [-0.412, -0.327, -0.437]]
}

4.
{
  "formula": "C5H13NO2",
  "method": "ωB97M-V/def2-TZVPD",
  "gap_ev": 8.16,
  "largest_force_ha_per_bohr": 0.0339,
  "e_lumo_ev": 0.695,
  "homo_ha": -0.274,
  "symbols": ["O", "O", "N", "C", "C", "C", "C", "C", "H", "H", "H", "H", "H", "H", "H", "H", "H", "H", "H", "H", "H"],
  "positions_angstrom": [[2.072, -0.703, 0.219], [-1.548, -1.737, 1.256], [-1.390, 1.270, -0.075], [-0.145, -1.719, 1.257], [-0.030, 1.227, 0.371], [0.283, -1.063, -1.395], [0.880, -0.694, -0.064], [0.900, 2.070, -0.462], [-1.865, -2.274, 0.518], [0.058, -0.203, 0.778], [1.938, 1.841, -0.218], [0.723, 3.135, -0.276], [0.214, -1.432, 2.246], [0.524, -2.105, -1.619], [-1.684, 2.179, -0.412], [0.115, 1.426, 1.442], [-2.049, 0.897, 0.597], [0.742, -0.442, -2.167], [0.315, -2.663, 0.959], [0.741, 1.893, -1.529], [-0.795, -0.903, -1.427]],
  "forces_ev_per_a": [[-0.533, 0.303, -0.073], [0.067, 0.055, -0.174], [-0.061, -0.032, -0.083], [0.687, 0.019, -0.652], [-0.275, -0.813, 0.417], [-0.150, 0.498, -0.006], [-0.263, -1.308, 1.123], [0.055, -0.289, -0.058], [0.119, 0.136, 0.111], [0.245, 1.315, -0.966], [-0.039, 0.007, -0.015], [-0.006, -0.106, 0.077], [0.000, 0.077, -0.069], [0.015, 0.072, 0.157], [0.034, -0.043, 0.086], [0.040, 0.124, 0.024], [0.055, 0.117, -0.075], [0.003, -0.044, -0.016], [-0.055, -0.025, 0.058], [-0.001, -0.046, 0.070], [0.064, -0.018, 0.062]]
}

5.
{
  "formula": "C7H3N3S",
  "method": "ωB97M-V/def2-TZVPD",
  "s_squared": 2.0462,
  "multiplicity": 3,
  "gap_ev": [6.39, 7.44],
  "largest_force_ha_per_bohr": 0.0755,
  "e_lumo_ev": [-1.562, -3.747],
  "homo_ha": [-0.292, -0.411],
  "symbols": ["S", "N", "N", "N", "C", "C", "C", "C", "C", "C", "C", "H", "H", "H"],
  "positions_angstrom": [[-0.295, 2.757, 0.271], [-1.961, -1.346, 2.103], [1.078, -2.530, -0.038], [-2.014, -1.329, -2.022], [1.320, -1.405, 0.060], [-1.731, -0.695, -1.112], [-1.673, -0.717, 1.182], [1.588, -0.060, 0.030], [-1.600, 0.208, 0.023], [2.488, 0.860, -0.183], [-0.433, 1.140, 0.110], [3.484, 0.543, -0.460], [-2.506, 0.672, 0.176], [2.255, 1.902, -0.141]],
  "forces_ev_per_a": [[0.421, -1.944, 0.013], [0.465, 0.218, -0.456], [-0.125, -0.138, 0.224], [0.194, -0.287, -0.184], [0.093, -0.174, -0.371], [-0.238, 0.518, -1.085], [-0.376, -0.343, 1.225], [-1.248, 1.665, 0.202], [2.738, -2.418, 1.309], [0.028, -0.863, -0.097], [-0.281, 1.434, -0.567], [0.291, 0.027, 0.076], [-1.948, 1.889, -0.285], [-0.014, 0.418, -0.005]]
}

In kJ/mol, the ΔE to the lowest compared entry with this formula, charge and spin values for the records above are, in order, 221.1, 100.4, 276.4, 501.5, 153.1.